Density functional theory data (ωB97M-V/def2-TZVPD) for a cluster of 4 separate species, C12H33BO12S in total.

The gap between HOMO and LUMO is 8.91 eV. The energy comes out at -1802.72511 Eh. The calculation puts the highest occupied orbital energy at -9.04 eV.

Geometry as XYZ:
```
59
Properties=species:S:1:pos:R:3:forces:R:3:nbo_charge:R:1
O 2.559429 -0.077007 1.368411 0.0 0.8 -6.3 -0.828
S 2.671601 0.259743 -0.167296 1.4 -0.6 4.8 1.574
O 2.569082 -1.215645 -1.019563 -1.1 1.5 -0.4 -0.888
O 1.359538 1.304089 -0.535847 3.3 -1.1 -2.7 -0.394
O 0.410729 1.166176 0.359371 -5.7 -1.7 2.3 -0.450
B -0.563833 0.110202 -0.064551 -0.5 -1.7 -0.5 1.327
O -0.552933 -1.132788 0.783079 0.5 1.9 -3.1 -0.949
O -1.428030 0.261692 -1.253175 2.5 -1.9 2.7 -0.904
H 2.630331 -0.995324 -1.996586 0.0 -0.2 1.4 0.502
H -0.209316 -1.912657 0.255829 -0.7 1.3 0.9 0.507
H -1.707752 -0.666100 -1.527603 0.1 1.8 0.6 0.505
C 3.316696 -3.807242 0.838841 -0.2 0.1 0.1 -0.263
O 2.833721 -4.853487 0.003091 0.5 0.0 -0.2 -0.558
C 3.783600 -5.218065 -1.005146 -0.5 -0.5 0.3 -0.089
C 4.501526 -6.521608 -0.644310 0.4 0.5 0.0 -0.089
O 5.358510 -6.345329 0.488343 -0.5 -0.1 0.0 -0.552
C 4.790394 -6.878054 1.680068 0.2 0.1 0.0 -0.256
H 2.631827 -3.707078 1.686378 0.0 -0.1 -0.2 0.192
H 4.317069 -4.022341 1.225345 0.0 0.0 -0.1 0.176
H 3.320681 -2.864774 0.284184 0.1 -0.1 0.2 0.182
H 4.501384 -4.408126 -1.178455 0.0 -0.1 0.1 0.176
H 3.220295 -5.370608 -1.931652 0.0 0.0 0.0 0.179
H 5.139916 -6.814406 -1.483625 0.0 0.0 0.0 0.183
H 3.781825 -7.332193 -0.470915 0.0 0.2 0.0 0.177
H 4.809201 -7.971589 1.639668 -0.1 0.0 0.1 0.166
H 3.766201 -6.527490 1.837665 0.0 0.0 -0.1 0.181
H 5.403118 -6.552865 2.525721 0.0 0.0 -0.2 0.191
C -6.883304 1.837202 -1.361159 -0.3 -0.1 0.1 -0.256
O -7.366279 0.790957 -2.196909 0.6 0.1 -0.1 -0.552
C -6.416400 0.426379 -3.205146 -0.4 -0.5 0.3 -0.090
C -5.698474 -0.877163 -2.844310 0.3 0.5 0.0 -0.089
O -4.841490 -0.700885 -1.711657 -0.4 -0.2 0.0 -0.558
C -5.409606 -1.233610 -0.519932 0.2 0.1 0.0 -0.257
H -7.568173 1.937367 -0.513622 0.0 -0.1 -0.2 0.191
H -5.882931 1.622103 -0.974655 0.0 0.0 -0.1 0.180
H -6.879319 2.779671 -1.915816 0.1 0.1 0.1 0.168
H -5.698616 1.236318 -3.378455 0.0 -0.1 0.1 0.179
H -6.979705 0.273836 -4.131652 0.1 0.0 0.0 0.185
H -5.060084 -1.169962 -3.683625 0.0 0.0 0.0 0.181
H -6.418175 -1.687748 -2.670915 0.0 0.2 0.0 0.179
H -5.390799 -2.327144 -0.560332 -0.1 0.0 0.1 0.167
H -6.433799 -0.883046 -0.362335 0.0 0.0 -0.1 0.182
H -4.796882 -0.908421 0.325721 0.0 0.0 -0.2 0.193
C 0.829207 7.535020 1.992340 -0.1 -0.1 0.3 -0.255
O 0.285535 6.263017 2.328198 0.3 0.1 -0.5 -0.554
C 0.248994 5.379458 1.201380 0.1 -0.3 0.6 -0.089
C 1.381123 4.350493 1.267410 0.0 0.4 -0.5 -0.093
O 2.657783 4.971758 1.086942 -0.2 0.0 0.5 -0.556
C 3.359003 5.125763 2.316305 0.1 0.0 -0.2 -0.256
H 0.997715 8.087584 2.921682 -0.1 -0.2 -0.1 0.189
H 1.783262 7.444875 1.465033 -0.1 0.0 0.0 0.179
H 0.112357 8.092914 1.383417 0.1 0.1 -0.1 0.166
H 0.282326 5.941837 0.261236 0.1 0.0 0.1 0.175
H -0.709688 4.851986 1.242561 0.0 0.0 0.0 0.185
H 1.255490 3.637576 0.446626 0.0 0.1 0.1 0.189
H 1.346918 3.787758 2.209346 0.0 0.2 -0.1 0.182
H 3.709277 4.149226 2.664855 0.0 0.0 0.1 0.170
H 2.739239 5.596632 3.084992 0.0 -0.1 0.0 0.179
H 4.230684 5.761123 2.135205 -0.1 -0.1 -0.1 0.187
```
Positions in Å, forces in eV/Å.